# C88H216N16

A 16-piece molecular cluster, C88H216N16 overall (wB97M-V/def2-TZVPD, the Open Molecules 2025 dataset).

Output
F_max ... 3.09 eV Å⁻¹
Energy relative to the best compared isomer or geometry (same formula, charge and spin) ... 3.715 eV
E_tot ... -118593.9712 eV
LUMO ... 0.39 eV

XYZ file:
```
320
Properties=species:S:1:pos:R:3:forces:R:3:mulliken_charge:R:1
C -2.02427 -0.27244 6.85705 -0.793 -0.364 0.237 -0.75
C -0.78500 -0.28248 6.10702 0.519 0.489 0.072 0.30
N 0.15974 -0.21107 5.45443 -0.259 -0.148 0.308 -0.19
H -2.00583 -0.74378 7.83970 0.575 -0.199 -0.121 0.57
H -2.73040 -0.84690 6.25751 -0.216 0.083 -0.022 -0.22
H -2.42835 0.72115 7.05093 0.273 0.133 -0.446 0.26
C 2.93940 -1.22750 4.18653 -0.597 -0.132 -0.553 0.59
C 3.44433 -1.64980 2.89133 1.228 0.027 -1.282 0.36
N 3.86163 -1.97745 1.86094 -0.579 0.262 1.060 -0.52
H 3.24092 -1.97223 4.92312 -0.262 0.219 0.174 0.30
H 1.86328 -1.19106 4.01703 -0.161 -0.253 0.685 -0.52
H 3.20098 -0.21066 4.47932 0.424 -0.139 -0.145 -0.18
C 0.69554 4.59802 -3.72443 -0.492 0.020 0.941 -1.21
C 0.18332 4.15804 -2.35414 -0.896 -0.133 0.396 0.39
N -1.19062 4.63911 -2.07101 0.975 1.193 0.251 0.33
C -2.24791 4.12911 -2.93813 0.642 0.027 0.961 0.37
C -3.62274 4.77294 -2.69082 -0.013 -1.449 -0.768 -1.54
C -1.49356 4.64203 -0.62403 -0.506 0.421 -0.437 -1.92
C -1.77982 3.28840 -0.03748 -0.017 -0.479 0.643 1.89
H 0.06246 4.12882 -4.47754 0.305 0.141 -0.287 -0.11
H 1.74199 4.32079 -3.85169 -0.079 0.005 -0.153 0.29
H 0.57605 5.68130 -3.74209 0.128 0.024 -0.405 0.47
H 0.25315 3.07621 -2.24067 -0.163 -0.580 -0.324 -0.21
H 0.81583 4.49325 -1.53214 0.116 0.491 -0.107 0.21
H -1.97091 4.13561 -3.99232 0.146 0.776 -0.004 0.35
H -2.26233 3.05394 -2.75947 -0.855 -0.610 0.164 -0.19
H -3.77280 5.83723 -2.87209 0.594 -0.009 0.221 0.26
H -4.22346 4.25583 -3.43904 -0.505 0.113 -0.045 0.51
H -4.03542 4.45065 -1.73483 0.059 0.332 0.114 0.25
H -2.35076 5.27511 -0.39490 -0.198 0.204 -0.459 0.47
H -0.69664 5.15033 -0.08119 0.403 -0.199 -0.224 0.49
H -0.95134 2.61578 -0.25955 -0.336 -0.418 -0.023 -0.51
H -2.75593 2.89524 -0.32164 0.157 -0.269 -0.712 -0.52
H -1.91002 3.30600 1.04458 0.455 0.299 0.266 -0.22
C -2.76648 -4.19941 -1.53031 0.722 -0.602 -0.594 0.38
C -3.81333 -5.32771 -1.47387 0.056 1.631 0.199 -1.39
N -5.03278 -4.88451 -0.75003 0.859 -2.176 -0.056 0.22
C -4.75890 -4.42548 0.62237 -0.182 0.012 -0.683 0.66
C -5.93069 -4.76094 1.51841 -0.237 0.466 0.579 -1.53
C -5.96239 -4.00867 -1.47306 0.911 -1.082 0.011 -0.08
C -6.35417 -4.47094 -2.88549 0.126 0.965 0.442 -1.64
H -1.88295 -4.54152 -2.06924 0.084 -0.194 -0.347 0.79
H -2.33506 -3.99128 -0.55120 -0.460 0.395 0.178 -0.07
H -3.08695 -3.30793 -2.06944 -0.246 0.169 0.340 -0.60
H -4.05048 -5.66375 -2.48329 -0.275 0.126 0.041 0.48
H -3.27913 -6.15951 -1.01466 -0.605 -0.256 0.493 0.30
H -4.55636 -3.35798 0.53576 -0.176 0.544 0.537 -0.67
H -3.84568 -4.82386 1.06443 0.132 -0.497 -0.467 0.50
H -6.09764 -5.83503 1.59924 -0.211 0.014 -0.597 0.41
H -6.79460 -4.19656 1.16736 -0.329 -0.494 0.004 0.33
H -5.82967 -4.46890 2.56369 0.469 0.407 0.090 0.22
H -6.87654 -4.04154 -0.88031 0.032 0.659 -0.009 0.31
H -5.48550 -3.02935 -1.51330 -0.562 0.619 -0.055 0.32
H -5.57263 -4.32043 -3.63025 0.308 -0.555 0.142 0.17
H -6.78365 -5.47273 -2.87931 0.150 0.051 -0.182 0.36
H -7.08914 -3.73275 -3.20643 -0.474 -0.233 -0.043 0.52
C 0.04869 5.12727 4.90345 0.515 0.250 0.757 -1.52
C 0.99840 3.89960 5.01707 -0.505 0.779 -0.583 0.57
N 2.44854 4.18132 5.18305 -0.426 0.579 -1.027 0.11
C 3.02550 4.95787 4.06367 -0.481 0.073 -1.239 -1.21
C 2.86403 4.25714 2.68867 0.012 -0.675 0.561 0.31
C 3.14648 2.91161 5.25433 -0.202 -0.564 2.244 1.18
C 3.00344 2.33280 6.69261 -0.764 -0.744 -0.244 -1.64
H -0.06520 5.71393 3.99189 0.525 -0.646 -0.614 0.22
H 0.37965 5.89471 5.60318 -0.130 -0.107 0.447 0.46
H -0.96727 4.82391 5.15624 0.054 -0.021 0.199 0.29
H 0.63649 3.28141 5.83864 0.306 0.296 0.357 0.32
H 0.78802 3.25367 4.16466 0.291 -0.195 -0.461 -0.34
H 2.58815 5.94531 3.91608 -0.475 0.039 0.640 0.36
H 4.07298 5.18791 4.25856 0.118 -0.375 0.235 0.44
H 3.26605 4.78936 1.82657 0.005 0.211 0.176 0.44
H 3.32237 3.26864 2.71857 0.345 0.015 -0.154 -0.44
H 1.81565 4.01613 2.51285 -0.137 0.393 -0.178 0.05
H 4.21261 3.00932 5.04959 -0.103 0.293 -0.126 -0.20
H 2.72918 2.18373 4.55854 -0.022 -0.241 -0.267 -0.41
H 3.39002 1.31534 6.75149 0.898 0.135 0.076 0.43
H 1.98340 2.07927 6.98128 -0.535 0.439 -0.477 0.30
H 3.31518 2.97276 7.51806 0.643 0.047 -0.375 0.39
C 4.19748 6.10762 -1.52037 0.024 0.686 -0.253 -0.46
C 4.23701 7.63058 -1.82902 -0.586 -0.889 -0.985 -0.83
N 5.56570 8.20948 -1.98657 -0.368 0.795 -0.491 0.00
C 6.20750 8.19603 -0.69257 0.841 -0.886 -0.358 0.49
C 7.58671 8.84552 -0.62383 -0.872 0.753 -0.466 -1.61
C 5.49804 9.55610 -2.59555 0.703 0.417 0.097 -0.73
C 4.70427 10.64902 -1.86481 -0.560 -0.775 -0.583 -1.03
H 3.17408 5.73306 -1.54162 -0.229 0.274 0.185 0.14
H 4.61571 5.87371 -0.54136 0.116 -0.152 -0.117 -0.04
H 4.68337 5.55248 -2.32277 0.455 0.043 0.208 0.24
H 3.70348 7.75298 -2.77159 0.101 0.039 -0.312 0.51
H 3.59426 8.17061 -1.13379 0.131 0.145 0.637 0.37
H 5.47890 8.54801 0.03775 0.276 0.244 0.684 0.41
H 6.42069 7.14186 -0.51540 -0.366 -0.101 0.420 -0.49
H 7.48307 9.93059 -0.62356 0.152 0.164 0.684 0.34
H 8.09893 8.44854 0.25260 0.248 0.362 -0.175 0.42
H 8.13517 8.70599 -1.55541 0.159 -0.716 0.136 0.36
H 5.25341 9.45745 -3.65315 -0.623 -0.119 0.081 0.47
H 6.48075 10.02406 -2.65382 0.537 -0.678 0.075 0.36
H 3.66192 10.33852 -1.79265 -0.095 0.217 0.417 0.26
H 4.71097 11.55893 -2.46489 0.156 0.069 0.099 0.44
H 5.14946 10.83812 -0.88801 -0.241 0.076 0.044 0.23
C -5.31148 -0.74797 1.54953 -0.129 0.659 -0.048 -0.84
C -4.79195 -0.32384 0.16704 -0.811 -0.438 -0.364 2.16
N -5.84547 -0.26832 -0.90814 0.306 -0.038 1.872 0.27
C -6.93665 0.69918 -0.65603 0.841 -0.554 -0.455 -0.88
C -6.55893 2.17913 -0.78542 -0.285 -0.386 0.153 -0.88
C -5.29051 -0.27794 -2.23788 0.716 -0.391 0.214 1.50
C -6.30158 -0.44243 -3.32690 -0.752 -0.028 -0.456 -1.87
H -4.50827 -0.80058 2.28450 0.264 -0.001 -0.249 -0.53
H -5.80667 -1.71888 1.56484 -0.140 0.062 -0.279 0.14
H -5.98043 0.01253 1.95232 -0.291 -0.080 0.016 0.55
H -4.23767 0.61131 0.24694 0.059 0.383 0.109 -0.57
H -4.03238 -1.06087 -0.09358 -0.205 -0.078 -0.528 -1.18
H -7.68572 0.39673 -1.38783 -0.367 0.412 0.176 0.57
H -7.33387 0.51100 0.34143 -0.052 -0.099 -0.075 0.52
H -6.29282 2.43003 -1.81222 0.143 0.109 0.057 0.21
H -7.40509 2.79461 -0.47994 -0.064 0.086 -0.116 0.54
H -5.74383 2.41517 -0.10132 0.189 0.074 -0.130 0.02
H -4.61344 -1.13208 -2.24941 0.163 -0.143 -0.138 -1.07
H -4.65705 0.57841 -2.46916 0.221 0.515 0.039 0.19
H -5.86367 -0.70655 -4.28949 0.290 0.082 0.099 0.28
H -6.86333 0.47798 -3.48621 -0.157 0.005 -0.017 0.47
H -7.00230 -1.24104 -3.08332 -0.122 -0.008 0.093 0.40
C 2.04324 -4.97517 4.05482 0.781 0.280 -0.328 1.08
C 2.65056 -6.17660 4.75961 -0.228 0.409 -0.513 -1.77
N 4.09578 -6.05341 4.94072 0.314 -0.641 0.360 0.16
C 4.58039 -5.09565 5.96668 -1.461 -0.613 0.813 -0.23
C 3.78348 -5.16319 7.34862 1.393 -0.014 -1.167 -1.24
C 4.88059 -6.05718 3.67041 0.225 -0.003 0.992 -0.27
C 4.57154 -7.18200 2.71473 -1.334 -0.182 0.260 -1.13
H 2.57897 -4.75759 3.13083 -0.180 -0.253 -0.377 -0.01
H 2.28737 -4.09738 4.65313 -0.721 0.214 0.246 -0.22
H 0.98464 -5.11889 3.83843 -0.010 0.340 0.159 -0.16
H 2.06286 -6.29710 5.66967 0.653 -0.153 0.490 0.39
H 2.41861 -7.07032 4.18034 0.259 -0.129 0.013 0.40
H 4.53471 -4.06109 5.62653 0.148 0.338 -0.245 0.12
H 5.60726 -5.32698 6.24975 0.122 -0.055 -0.467 0.49
H 4.34456 -4.58343 8.08153 0.021 0.341 -0.122 0.48
H 3.87600 -6.17951 7.73155 -0.697 -0.126 -0.147 0.34
H 2.77767 -4.74598 7.29973 -0.052 -0.419 -0.021 0.16
H 4.81224 -5.10293 3.14807 0.112 0.322 -0.058 0.19
H 5.91683 -6.26298 3.93865 0.187 0.649 0.311 0.49
H 4.72014 -8.13120 3.22954 0.254 -0.137 -0.251 0.35
H 3.51166 -7.15372 2.46182 -0.093 -0.065 -0.300 0.05
H 5.11343 -7.10823 1.77185 0.254 -0.045 0.264 0.40
C 0.83387 3.20800 -8.74285 -0.397 -0.494 0.913 -1.42
C -0.46179 2.47624 -9.07003 0.011 -0.187 -1.907 -0.44
N -0.92026 1.42908 -8.16875 -0.213 0.019 -0.864 0.16
C -1.29702 2.05519 -6.93147 0.830 -2.382 1.791 -0.66
C -1.58362 0.92476 -5.84983 0.099 1.068 -0.157 -1.43
C -2.01731 0.62179 -8.75214 1.655 -0.508 -1.036 0.70
C -1.58591 -0.12263 -10.09054 -0.883 0.235 1.107 -1.52
H 1.29356 3.69247 -9.60428 -0.404 0.131 -0.022 0.43
H 1.52657 2.42324 -8.43884 0.237 0.172 0.339 0.32
H 0.65949 3.92092 -7.93696 0.483 0.107 -0.002 0.26
H -1.29611 3.14347 -9.28636 -0.196 0.648 0.124 0.42
H -0.22749 2.06833 -10.05331 -0.326 -0.619 -0.006 0.41
H -0.37418 2.53660 -6.60790 -0.225 0.372 0.326 0.21
H -2.09764 2.79326 -6.98005 -0.362 0.110 -0.189 0.33
H -1.51666 1.37238 -4.85824 -0.263 0.076 0.143 0.22
H -2.54525 0.41868 -5.93491 -0.126 0.313 -0.138 0.70
H -0.82877 0.13845 -5.84508 0.216 0.142 -0.415 0.35
H -2.92608 1.21082 -8.87570 -0.245 0.231 -0.308 0.38
H -2.25762 -0.18512 -8.05986 0.073 0.169 0.156 -0.66
H -0.63675 -0.64735 -9.98158 0.104 0.242 0.207 0.33
H -1.56962 0.46025 -11.01145 0.001 0.248 0.252 0.43
H -2.33714 -0.90200 -10.21830 -0.069 -0.032 -0.254 0.46
C -3.64475 -2.53642 -5.30176 0.174 -0.145 -0.815 -0.29
C -3.08762 -2.90158 -6.68566 -0.171 0.334 1.352 -1.09
N -3.55315 -4.17943 -7.12046 0.233 -0.993 -0.463 0.20
C -4.93953 -4.11315 -7.60567 0.271 -0.509 -0.115 -0.26
C -5.56916 -5.47987 -7.96970 0.169 0.860 0.561 -1.58
C -2.60507 -4.75869 -8.09521 -1.422 0.723 -0.890 -0.57
C -2.64274 -4.00291 -9.44644 0.654 -0.506 -0.256 -0.84
H -3.29609 -1.51862 -5.12675 -0.103 -0.061 0.677 -0.05
H -3.25848 -3.28209 -4.60686 0.023 0.323 0.316 0.15
H -4.73373 -2.57381 -5.27342 0.023 0.160 0.029 -0.02
H -3.30426 -2.08519 -7.37462 -0.059 0.198 -0.415 0.37
H -2.00858 -2.95610 -6.54144 0.135 0.066 -0.286 0.62
H -5.53814 -3.67570 -6.80666 0.020 -0.064 0.018 0.33
H -5.00497 -3.42298 -8.44678 -0.133 0.204 -0.299 0.38
H -6.64985 -5.33819 -7.95818 -0.055 -0.175 0.037 0.48
H -5.31990 -5.88446 -8.95066 0.334 0.083 0.104 0.28
H -5.28523 -6.15995 -7.16660 -0.132 -0.305 -0.186 0.36
H -2.89091 -5.79736 -8.26125 0.214 -0.092 0.060 0.38
H -1.58491 -4.69559 -7.71654 -0.158 -0.175 0.261 0.40
H -1.91878 -4.47154 -10.11304 0.279 0.095 -0.031 0.48
H -2.35842 -2.95674 -9.33339 -0.011 -0.029 0.033 -0.02
H -3.56735 -4.05058 -10.02171 -0.277 -0.047 0.426 0.29
C 5.40398 2.60645 -3.21005 -0.284 0.166 0.497 -1.86
C 4.73775 1.83123 -2.05957 0.733 -0.893 -1.043 1.27
N 3.82355 0.78771 -2.52222 -0.252 0.620 0.120 0.66
C 3.70789 -0.26748 -1.53117 0.831 -1.298 -0.106 2.08
C 4.97360 -1.18148 -1.48697 -1.254 0.131 0.377 -1.52
C 2.56272 1.42198 -2.94837 0.804 0.374 -0.277 0.38
C 1.82055 0.67882 -4.05002 -0.106 0.013 0.548 -1.09
H 6.40171 2.79118 -2.81190 0.094 0.728 -0.468 0.52
H 4.85955 3.51871 -3.45394 0.301 0.185 0.035 0.24
H 5.51717 2.04895 -4.13983 -0.140 -0.355 0.236 0.28
H 5.59518 1.36116 -1.57795 -0.407 -0.281 0.353 -0.57
H 4.27948 2.49448 -1.32595 -0.208 0.301 0.150 -0.09
H 3.47562 0.00901 -0.50273 0.048 0.809 0.240 -0.76
H 2.91147 -0.97467 -1.76290 -0.313 0.262 -0.458 -0.98
H 5.90401 -0.68037 -1.21988 -0.024 0.046 -0.478 0.35
H 4.78329 -1.88670 -0.67793 0.077 -0.172 0.065 0.21
H 4.99011 -1.75156 -2.41585 0.577 0.211 -0.073 0.45
H 2.79308 2.39642 -3.37905 0.550 0.023 -0.186 0.06
H 2.00522 1.75921 -2.07454 -0.726 -0.569 0.288 -0.10
H 2.50230 0.48120 -4.87722 0.109 -0.186 0.149 0.46
H 1.03047 1.30446 -4.46530 -0.219 -0.027 0.172 0.09
H 1.39311 -0.25088 -3.67442 -0.077 -0.149 -0.215 -0.11
C -4.80684 4.07786 6.82963 0.053 -0.439 -0.366 -1.74
C -3.90825 3.13907 6.02676 -0.856 0.099 -0.912 0.52
N -4.30812 2.99208 4.62501 0.248 0.726 -0.982 0.21
C -5.74278 2.79453 4.27873 1.250 0.136 -0.181 -0.61
C -6.34816 1.51805 4.77943 -0.054 -0.661 1.318 -0.77
C -3.44184 2.14165 3.77914 0.197 0.205 0.942 0.33
C -1.92726 2.21018 4.05956 -0.057 0.926 0.091 -0.90
H -4.39887 4.13237 7.83894 -0.310 0.029 0.098 0.49
H -5.83132 3.70578 6.82053 -0.028 0.042 0.385 0.33
H -4.82746 5.08278 6.40795 0.147 -0.020 -0.097 0.34
H -2.90759 3.56943 6.06641 0.090 -0.302 -0.103 0.01
H -3.90955 2.13313 6.44651 0.208 -0.166 0.792 -0.04
H -5.86162 2.69298 3.20000 0.497 0.737 -0.308 0.22
H -6.26347 3.69998 4.59043 -0.293 -0.244 0.092 0.42
H -6.01654 1.37664 5.80808 -0.498 -0.024 0.432 0.27
H -6.00465 0.59805 4.30646 0.090 0.236 -0.526 -0.09
H -7.43648 1.53420 4.72113 -0.008 -0.014 0.134 0.50
H -3.75437 1.10528 3.90703 -0.132 -0.447 -0.365 -0.19
H -3.63721 2.51444 2.77368 0.086 -0.567 -0.267 0.14
H -1.65520 2.20953 5.11506 -0.286 -0.162 0.116 0.41
H -1.30274 1.43206 3.62071 -0.488 -0.153 -0.336 -0.31
H -1.55064 3.16528 3.69342 0.070 0.062 -0.123 0.43
C -0.66816 -4.11170 6.43650 0.634 -0.852 -0.361 -0.82
C -2.12578 -3.90271 6.66226 -0.720 0.615 -0.555 -1.13
N -2.89503 -3.55873 5.44666 0.691 0.773 0.433 1.04
C -2.88453 -4.59700 4.35581 -0.345 1.088 1.376 0.98
C -3.43866 -5.92801 4.81841 -0.069 -0.733 -0.349 -1.81
C -4.25230 -3.15187 5.89952 0.844 -0.102 -1.581 -1.57
C -4.88388 -2.25924 4.80747 -0.465 -0.440 0.790 1.14
H -0.53146 -4.89682 5.69287 0.336 -0.031 -0.014 0.13
H -0.16309 -4.42855 7.34898 -0.083 -0.107 0.096 0.57
H -0.14988 -3.21472 6.09750 -0.219 0.095 -0.192 0.01
H -2.65637 -4.73201 7.13006 0.413 -0.402 0.527 0.54
H -2.17394 -3.05430 7.34490 -0.515 0.057 0.057 0.37
H -3.39948 -4.13283 3.51470 -0.400 -0.334 0.013 -0.64
H -1.88189 -4.74977 3.95646 0.271 0.198 0.407 -0.25
H -3.25811 -6.65468 4.02630 -0.191 -0.183 -0.017 0.48
H -2.93443 -6.31778 5.70268 0.327 0.144 -0.031 0.36
H -4.49532 -5.96817 5.08295 -0.105 0.323 -0.305 0.36
H -4.19520 -2.54086 6.80036 0.361 -0.068 0.068 0.54
H -4.75841 -4.06729 6.20605 -0.847 0.055 -0.229 0.64
H -4.40029 -1.28395 4.86278 0.120 0.011 -0.237 -0.84
H -5.93909 -2.09217 5.02364 -0.140 0.002 -0.055 0.57
H -4.81024 -2.64559 3.79091 0.106 -0.060 0.159 -0.58
C -1.68484 -0.45046 -1.58142 -0.053 -0.822 1.273 -0.02
C -1.29797 -1.19778 -0.25321 -0.387 1.214 -0.781 1.69
N -0.66106 -0.32506 0.73392 0.834 0.075 -0.105 1.67
C -0.42262 -1.03543 1.97712 -1.273 -0.107 1.786 0.55
C -1.75062 -1.31884 2.74296 0.171 -0.678 -0.952 -0.41
C 0.64633 0.16010 0.24858 -0.366 0.525 0.089 1.36
C 1.29623 1.21254 1.12809 -0.178 0.142 0.413 -1.99
H -2.39594 0.36244 -1.43444 0.109 0.065 0.260 -0.60
H -2.20326 -1.22111 -2.15188 0.217 0.191 -0.555 -0.12
H -0.80075 -0.05814 -2.08399 -0.148 -0.236 -0.216 0.08
H -2.18714 -1.64077 0.19540 -0.008 0.179 -0.047 -0.60
H -0.68715 -2.04937 -0.55290 0.527 -0.229 0.072 -0.76
H 0.12036 -1.97370 1.86354 0.170 -0.468 -0.431 -0.14
H 0.18964 -0.47635 2.68471 0.031 0.481 -0.355 -0.33
H -2.27594 -2.10652 2.20286 -0.394 0.054 -0.228 0.20
H -1.68047 -1.77012 3.73267 0.539 0.380 0.198 0.09
H -2.38940 -0.43575 2.75802 0.115 0.037 0.080 -0.55
H 0.55585 0.65313 -0.71932 -0.308 -0.437 -0.198 -0.91
H 1.33495 -0.68058 0.16388 0.237 -0.272 -0.283 -0.28
H 2.09843 1.69828 0.57254 0.308 -0.197 0.163 0.54
H 1.65341 0.77773 2.06162 0.393 0.158 -0.036 0.58
H 0.62079 2.01997 1.41081 -0.353 -0.066 -0.080 0.07
C 6.68891 2.40931 4.14879 -1.162 -1.041 -0.108 -1.59
C 6.14400 1.64748 2.93137 1.257 -0.510 0.596 0.12
N 6.83979 2.12643 1.77331 0.070 0.411 -0.781 0.68
C 6.20593 3.33475 1.23332 1.303 -0.594 -0.415 0.68
C 7.30261 4.13927 0.51636 -1.134 0.075 -0.395 -0.22
C 7.24630 1.13401 0.75511 -0.979 0.465 0.879 0.13
C 8.46051 0.35170 1.18724 0.487 0.262 -0.609 -1.64
H 6.27694 3.41846 4.14467 0.568 0.181 0.212 0.22
H 7.77460 2.31250 4.14855 -0.131 0.479 0.009 0.39
H 6.29233 1.86455 5.00557 0.058 0.321 0.493 0.45
H 6.39679 0.60064 3.09964 0.021 -0.208 -0.184 0.52
H 5.05587 1.66961 2.87142 -0.389 0.240 -0.157 -0.35
H 5.40637 3.04017 0.55359 -0.357 0.226 -0.238 -0.48
H 5.76291 3.90659 2.04870 0.096 0.005 0.018 -0.01
H 7.57968 3.66907 -0.42717 0.344 -0.324 0.200 0.28
H 6.88924 5.07898 0.15004 0.193 0.410 0.442 -0.67
H 8.15585 4.23746 1.18750 -0.028 0.259 -0.239 0.37
H 7.44547 1.66382 -0.17641 0.057 -0.077 0.052 0.36
H 6.41019 0.46015 0.56822 -0.240 -0.256 -0.144 -0.15
H 9.33229 0.99882 1.09054 0.108 0.060 0.375 0.30
H 8.63632 -0.44730 0.46698 -0.082 -0.337 0.210 0.48
H 8.39256 -0.03217 2.20514 -0.034 -0.072 -0.125 0.30
C 3.99892 -5.93270 -1.14876 -0.134 0.761 0.618 -0.57
C 2.62324 -6.00258 -1.85832 1.562 0.509 -0.453 -0.74
N 1.85461 -4.72172 -1.84062 0.125 -0.415 0.708 0.14
C 1.70404 -4.19013 -0.47793 -0.659 -1.598 0.274 0.79
C 0.92204 -5.21078 0.35723 -0.104 -0.139 0.827 -1.70
C 2.33149 -3.64848 -2.69488 -0.208 -0.976 -0.929 1.11
C 2.23898 -4.00923 -4.17143 -0.597 0.810 -0.590 -1.83
H 4.72424 -6.71779 -1.36233 -0.435 -0.352 -0.203 0.49
H 3.90423 -5.85937 -0.06536 -0.044 -0.146 0.122 -0.16
H 4.50397 -5.01219 -1.44149 0.020 0.169 -0.122 0.17
H 2.94235 -6.24473 -2.87204 -0.702 0.242 -0.393 0.44
H 2.07546 -6.88313 -1.52264 -0.450 0.418 0.218 0.46
H 1.03360 -3.33169 -0.43672 0.400 0.372 -0.626 -0.46
H 2.67893 -3.93139 -0.06472 0.003 0.226 0.391 0.20
H 0.06029 -5.55552 -0.21430 0.007 -0.010 -0.105 0.44
H 0.53669 -4.78118 1.28191 -0.122 0.486 -0.026 0.17
H 1.43295 -6.08755 0.75518 0.494 -0.130 -0.516 0.35
H 1.64945 -2.81844 -2.51062 0.004 0.128 -0.039 -0.39
H 3.34030 -3.28002 -2.50868 0.325 -0.058 0.433 -0.41
H 2.28519 -3.06247 -4.70958 0.345 0.087 -0.256 0.48
H 2.97892 -4.67384 -4.61743 0.159 -0.020 0.437 0.39
H 1.24939 -4.37988 -4.43866 -0.075 -0.315 0.278 0.42
```
Forces are in eV/Å.